# C8H11IN2O7P2S2Se3TcTe

A structure of composition C8H11IN2O7P2S2Se3TcTe (ωB97M-V with the def2-TZVPD basis set, the OMol25 dataset).

Properties
Molecular weight   962.65 g/mol
Energy relative to the best compared isomer or geometry (same formula, charge and spin)   64.6 kJ/mol
Charge   0
2S+1   4
Gap between HOMO and LUMO (spin up / spin down)   6.9 / 5.7 eV
E_LUMO (spin up / spin down)   -0.606 / -1.895 eV

CARTESIAN COORDINATES (ANGSTROEM)
Tc 0.222 0.388 -0.120
O -2.903 1.538 -2.468
P -2.031 0.892 -1.340
O -1.014 -0.099 -1.881
O -1.235 1.894 -0.495
O -3.070 0.118 -0.403
P -2.390 -1.006 0.631
O -3.531 -1.230 1.701
O -2.039 -2.251 -0.048
O -1.248 -0.179 1.267
H -3.497 2.240 -2.168
H -3.705 -0.443 2.237
Se 1.476 1.216 1.741
Se 3.703 0.668 1.238
Te 3.909 2.004 -0.862
Se 1.726 1.282 -1.835
I 0.722 -2.227 2.806
C 0.863 -2.616 0.757
C 0.825 -3.962 0.430
C 1.017 -4.350 -0.879
C 1.300 -3.374 -1.818
C 1.311 -2.059 -1.419
N 1.067 -1.653 -0.153
H 0.625 -4.685 1.206
H 0.958 -5.394 -1.154
H 1.494 -3.610 -2.854
H 1.522 -1.273 -2.126
S -0.983 2.555 3.541
C -0.763 1.367 4.645
N 0.404 1.020 5.222
C 0.438 -0.207 5.998
C -0.985 -0.406 6.512
S -2.050 0.327 5.237
H 1.244 1.409 4.823
H 1.144 -0.108 6.822
H 0.750 -1.051 5.374
H -1.145 0.122 7.451
H -1.230 -1.457 6.637

Forces on the atoms, in the same order (eV/Å):
0.262 -0.138 0.163
-0.028 0.109 0.058
-0.013 -0.032 0.187
-0.109 0.176 0.251
0.049 -0.311 -0.084
0.057 -0.189 -0.130
0.181 0.008 0.038
-0.052 0.405 0.057
-0.137 -0.029 0.015
0.040 -0.393 -0.586
0.046 -0.067 -0.042
0.042 -0.068 0.007
0.259 0.410 0.274
-0.048 -0.251 -0.076
0.069 0.153 0.102
-0.101 0.054 -0.245
-0.053 -0.028 -0.157
0.121 0.025 0.220
-0.028 -0.010 -0.015
0.002 0.018 0.000
0.017 -0.001 0.010
0.004 0.026 0.002
-0.352 0.095 -0.087
0.024 -0.009 -0.002
0.016 -0.003 0.002
-0.007 -0.012 0.001
-0.086 0.008 -0.027
-0.201 0.091 -0.027
0.049 -0.115 0.064
-0.055 -0.018 0.014
-0.004 0.058 0.000
-0.006 0.008 -0.028
-0.015 0.022 -0.049
0.026 0.042 0.004
0.013 -0.034 -0.004
-0.006 0.020 0.046
0.013 -0.018 0.013
0.010 -0.002 0.029


# C5H6N2

The molecule C5H6N2 (ωB97M-V with the def2-TZVPD basis set, the OMol25 dataset).

Properties
Molecular weight   94.12 g/mol
Structure (SMILES)   N=C=CC[C@H]1C=N1
Energy relative to the best compared isomer or geometry (same formula, charge and spin)   515.6 kJ/mol
Charge   0
Gap between HOMO and LUMO   9.4 eV
E_LUMO   0.250 eV

CARTESIAN COORDINATES (ANGSTROEM)
N -0.560 1.892 1.085
C -0.896 1.512 -0.020
C -0.836 0.533 -0.934
C 0.599 0.047 -1.130
C 0.695 -0.917 0.040
C 0.084 -0.619 1.338
N -0.731 -1.161 0.477
H -0.311 0.827 1.570
H -1.670 0.218 -1.544
H 1.329 0.859 -1.119
H 0.708 -0.500 -2.071
H 1.344 -1.790 -0.067
H 0.244 -0.902 2.373

Forces on the atoms, in the same order (eV/Å):
-0.026 -0.670 -0.498
0.293 -0.208 0.691
-0.022 0.490 -0.364
0.070 0.121 -0.084
0.165 -0.057 -0.229
-0.027 -0.790 -0.144
0.038 -0.199 0.457
-0.256 0.754 -0.026
0.088 0.000 0.087
-0.067 -0.008 -0.051
-0.013 0.040 0.136
-0.188 0.157 0.032
-0.056 0.371 -0.008


# C3H6N4O

The molecule C3H6N4O (ωB97M-V with the def2-TZVPD basis set, the OMol25 dataset).

Properties
Molecular weight   114.11 g/mol
Structure (SMILES)   COc1cnnn1N
Energy relative to the best compared isomer or geometry (same formula, charge and spin)   722.2 kJ/mol
Charge   0
Gap between HOMO and LUMO   9.5 eV
E_LUMO   0.500 eV

CARTESIAN COORDINATES (ANGSTROEM)
C -2.877 -0.152 0.059
O -1.545 0.582 -0.098
C -0.431 -0.213 0.007
C 0.278 -1.482 0.069
N 1.661 -1.413 0.118
N 1.988 -0.065 -0.080
N 0.821 0.404 -0.319
N 0.864 1.911 0.125
H -2.973 -0.793 -0.712
H -2.961 -0.691 1.017
H -3.851 0.482 -0.119
H -0.269 -2.483 -0.039
H 1.980 2.199 -0.331
H 1.284 1.846 1.252

Forces on the atoms, in the same order (eV/Å):
-0.295 2.665 1.638
-1.033 -2.208 0.701
5.376 -0.972 -1.852
-2.938 -1.977 0.312
-0.707 2.146 -0.774
-1.598 -6.276 0.327
-2.522 8.758 2.570
5.414 -0.288 0.877
0.235 -2.565 -2.557
0.347 0.506 -0.307
2.553 -0.166 0.768
1.264 1.455 0.742
-4.348 -0.963 1.432
-1.749 -0.116 -3.877


# C5H8O

The ion C5H8O with charge +1 (ωB97M-V with the def2-TZVPD basis set, the OMol25 dataset).

Properties
Molecular weight   84.12 g/mol
Energy relative to the best compared isomer or geometry (same formula, charge and spin)   51.5 kJ/mol
Charge   +1
2S+1   2
Gap between HOMO and LUMO (spin up / spin down)   9.1 / 8.7 eV
E_LUMO (spin up / spin down)   -5.181 / -7.483 eV

CARTESIAN COORDINATES (ANGSTROEM)
C 1.801 1.694 0.356
C 0.742 0.763 -0.030
C 0.324 -0.312 0.724
C -0.761 -1.144 0.351
C -1.603 -0.926 -0.720
O -2.682 -1.675 -0.859
H 2.308 2.131 -0.501
H 1.370 2.552 0.884
H 2.524 1.258 1.031
H 0.268 0.943 -0.990
H 0.816 -0.566 1.658
H -0.845 -2.074 0.896
H -1.578 -0.126 -1.457
H -2.686 -2.518 -1.343

Forces on the atoms, in the same order (eV/Å):
0.322 0.222 -0.026
0.007 0.149 -0.021
-0.649 -0.280 -0.235
1.322 0.275 -0.160
-0.750 -0.561 -0.199
-0.230 -0.220 -0.118
0.003 -0.099 -0.127
-0.245 0.034 0.060
0.130 -0.173 0.196
-0.101 0.028 0.074
0.143 0.138 -0.133
-0.567 0.049 0.187
0.398 0.256 0.371
0.217 0.182 0.130